The following is a quantum chemistry calculation of C41H66MoN7O3P as an isolated structure, from the OMol25 dataset.

Structure (XYZ):
```
119
Properties=species:S:1:pos:R:3:forces:R:3
Mo -1.2382 0.9897 0.1110 1.7 -0.2 -1.4
C -2.8224 -1.3989 4.8069 0.1 0.0 -0.1
C -2.4164 -1.8347 3.3948 -0.1 -0.1 0.1
C -1.8877 -3.2748 3.4101 0.0 0.1 0.0
C -3.5731 -1.7046 2.4198 0.3 0.2 0.0
C -4.6644 -2.5563 2.5398 0.0 0.0 0.0
C -5.7098 -2.5077 1.6378 0.0 0.0 0.1
C -5.6530 -1.6275 0.5706 0.0 0.0 0.0
C -4.5869 -0.7533 0.4050 0.1 0.1 -0.1
C -4.6418 0.1832 -0.7883 0.1 0.2 0.2
C -3.3764 0.1478 -1.6457 -0.4 -0.3 0.2
C -5.0826 1.5977 -0.3983 -0.1 -0.1 -0.1
C -3.5663 -0.7752 1.3696 -0.3 -0.5 -0.1
N -2.4942 0.1956 1.3404 -0.8 0.2 0.8
C -2.5226 1.1486 2.3052 -0.2 -0.6 0.0
C -1.3399 1.8468 2.5466 0.6 -0.3 0.0
N -0.3225 1.5831 1.7095 -0.1 0.1 0.9
C 1.0259 1.8730 2.1173 0.7 0.2 0.1
C 1.8073 0.8233 2.6256 -0.3 0.0 0.0
C 3.1129 1.1120 2.9982 0.0 0.0 0.0
C 3.6268 2.3935 2.8787 -0.1 0.0 0.0
C 2.8287 3.4148 2.3981 0.1 0.0 0.0
C 1.5137 3.1811 2.0119 -0.3 0.0 -0.2
C 0.6744 4.3350 1.4931 0.1 0.1 0.0
C 1.2548 4.8905 0.1869 0.0 0.0 0.0
C 0.5489 5.4413 2.5484 -0.1 -0.1 -0.1
C 1.2070 -0.5371 2.9291 0.2 0.0 0.1
C 0.7939 -0.5582 4.4077 0.0 -0.1 -0.1
C 2.1517 -1.7030 2.6351 -0.2 0.1 -0.1
H -1.9926 -1.5404 5.5004 0.0 0.0 0.0
H -3.6637 -1.9922 5.1655 0.0 0.0 0.0
H -3.1142 -0.3469 4.8374 0.0 0.0 0.0
H -1.6024 -1.1922 3.0547 0.0 0.0 0.0
H -2.5952 -3.9490 3.8924 0.0 0.0 0.0
H -0.9545 -3.3276 3.9719 0.0 0.0 0.0
H -1.7015 -3.6363 2.3971 0.0 0.0 0.0
H -4.6880 -3.2734 3.3498 0.0 0.0 0.0
H -6.5614 -3.1637 1.7564 0.0 0.0 0.0
H -6.4637 -1.6091 -0.1472 0.0 0.0 0.0
H -5.4257 -0.2106 -1.4385 0.0 -0.1 0.0
H -2.5360 0.7460 -1.2164 -0.8 0.2 -1.0
H -3.5558 0.5758 -2.6303 0.2 0.2 0.0
H -3.0120 -0.8716 -1.7593 0.1 0.0 0.0
H -4.3741 2.0871 0.2636 0.1 0.1 0.0
H -6.0401 1.5603 0.1203 0.0 0.0 0.0
H -5.2054 2.2178 -1.2877 0.0 0.0 0.0
H -3.4123 1.2757 2.9097 -0.1 0.1 -0.1
H -1.1968 2.5035 3.3962 -0.1 0.1 -0.1
H 3.7324 0.3303 3.4173 0.0 0.0 0.0
H 4.6463 2.5981 3.1782 0.0 0.0 0.0
H 3.2276 4.4182 2.3258 0.0 0.0 0.0
H -0.3386 3.9820 1.2891 0.1 0.0 0.0
H 2.2718 5.2530 0.3407 0.0 0.0 0.0
H 0.6520 5.7262 -0.1694 0.0 0.0 0.0
H 1.2842 4.1287 -0.5959 0.0 0.0 0.0
H 1.5190 5.8802 2.7797 0.0 0.0 0.0
H 0.1234 5.0541 3.4761 0.0 0.0 0.0
H -0.0997 6.2350 2.1779 0.0 0.0 0.0
H 0.3183 -0.6733 2.3063 0.0 0.0 0.0
H 1.6705 -0.3972 5.0364 0.0 0.0 0.0
H 0.3637 -1.5248 4.6721 0.0 0.0 0.0
H 0.0658 0.2219 4.6411 0.0 0.0 0.0
H 3.0305 -1.6750 3.2780 0.0 0.0 0.0
H 2.4757 -1.6907 1.5933 0.0 -0.1 0.0
H 1.6361 -2.6447 2.8284 0.0 0.0 0.0
O -1.6440 4.4970 -1.3817 0.1 -0.5 0.2
N -1.4559 3.4200 -0.9275 0.0 0.6 -0.4
O -2.1237 2.9454 0.0749 -0.4 -0.1 0.0
O -0.5900 2.5873 -1.3521 0.0 -0.3 0.1
N -0.2243 -0.1538 -0.7368 -1.0 0.8 1.4
P 1.0102 -0.7020 -1.6940 1.2 -0.3 -0.9
N 2.4186 -0.0850 -1.1548 -0.6 -0.1 0.0
C 2.5386 1.3831 -1.0296 0.0 0.2 0.0
C 3.9619 1.7719 -0.6563 0.1 -0.2 -0.2
C 4.9818 1.1042 -1.5822 0.0 0.0 0.1
C 4.7911 -0.4301 -1.6434 -0.1 0.1 0.1
C 3.6020 -0.8741 -0.7959 0.3 -0.1 -0.1
N 0.7612 -0.1425 -3.2042 -0.1 -0.1 0.5
C 1.8382 0.2499 -4.1303 0.1 0.2 -0.1
C 1.2990 1.3074 -5.0828 0.0 -0.1 -0.1
C 0.2055 0.7087 -5.9863 0.0 0.0 0.1
C -0.5367 -0.4347 -5.2729 0.1 0.1 0.0
C -0.5983 -0.1806 -3.7726 -0.1 0.0 -0.1
N 0.9919 -2.3263 -1.6263 -0.4 0.5 0.1
C 1.5063 -3.0815 -2.7930 0.1 -0.1 -0.1
C 1.8037 -4.5108 -2.3643 -0.1 0.0 0.0
C 0.5107 -5.2259 -1.9366 0.0 0.1 0.0
C -0.4815 -4.2418 -1.2890 0.1 0.0 0.0
C 0.2796 -3.1168 -0.6022 0.0 -0.2 0.0
H 1.8434 1.7446 -0.2672 0.0 0.0 -0.1
H 2.2626 1.8553 -1.9786 0.0 0.0 0.0
H 4.1579 1.4967 0.3808 0.0 0.0 0.0
H 4.0533 2.8561 -0.7243 0.0 0.0 0.1
H 5.9828 1.3487 -1.2288 0.0 0.0 -0.1
H 4.8934 1.5331 -2.5826 0.0 0.0 0.0
H 5.6806 -0.9495 -1.2862 0.0 0.0 0.0
H 4.6292 -0.7473 -2.6756 0.0 0.0 0.0
H 3.8288 -0.7412 0.2643 -0.1 0.0 0.0
H 3.3837 -1.9284 -0.9618 0.0 0.0 0.1
H 2.1828 -0.6160 -4.7054 0.0 0.0 0.1
H 2.6827 0.6271 -3.5550 0.0 -0.1 0.0
H 2.1154 1.7054 -5.6844 0.0 0.0 0.0
H 0.8959 2.1350 -4.4937 0.0 0.0 0.0
H 0.6453 0.3258 -6.9070 0.0 0.0 0.0
H -0.4952 1.4930 -6.2737 0.0 0.0 0.0
H -0.0299 -1.3854 -5.4520 0.0 0.0 0.0
H -1.5506 -0.5326 -5.6605 0.0 -0.1 0.0
H -1.1691 -0.9701 -3.2748 0.0 0.0 0.0
H -1.0964 0.7793 -3.5921 0.0 0.0 0.1
H 2.4053 -2.5894 -3.1707 0.0 0.0 0.0
H 0.7659 -3.0877 -3.6006 0.0 0.1 0.0
H 2.5187 -4.4875 -1.5386 0.0 0.0 0.0
H 2.2823 -5.0428 -3.1852 0.0 0.0 0.0
H 0.7604 -6.0198 -1.2327 0.0 0.0 0.0
H 0.0379 -5.6986 -2.7976 0.0 0.0 0.0
H -1.1105 -4.7564 -0.5623 0.0 0.0 0.0
H -1.1423 -3.8114 -2.0464 0.0 0.0 0.0
H 0.9957 -3.5467 0.1023 0.0 0.1 0.1
H -0.3872 -2.4599 -0.0456 0.0 0.0 0.0
```
Forces are in eV/Å.

Properties
- frontier orbital gap (Ha) = 0.2563
- HOMO (eV) = -14.0
- ΔE to the lowest compared entry with this formula, charge and spin (kcal/mol) = 0.0
- charge = +2

***

The following is a quantum chemistry calculation of C15H28BF3N4O19Tl as an isolated structure, from the OMol25 dataset.

Structure (XYZ):
```
71
Properties=species:S:1:pos:R:3:forces:R:3
Tl 0.6664 -1.4216 2.1153 0.2 0.0 -0.3
B -0.0601 -0.5685 -0.5381 -0.1 -0.2 -1.1
H 0.9156 0.0406 -0.4817 1.1 1.9 0.2
H -0.0065 -1.7076 -0.3024 -1.1 -1.7 0.5
H -0.7806 -0.0640 0.2471 -0.4 0.6 2.5
H -0.5471 -0.4679 -1.5873 0.4 -0.4 -1.7
C -2.7251 2.4863 3.2854 -0.8 1.1 0.7
C -1.8341 1.3616 3.6654 -2.6 2.2 0.0
O -1.9168 0.8345 4.7962 1.2 -0.6 -1.0
O -1.0067 0.9465 2.8307 1.5 -1.6 0.3
H -3.7858 2.3056 3.4879 0.1 -0.6 -0.3
H -2.5947 2.8737 2.2705 0.1 -0.4 -0.1
H -2.5962 3.3651 3.9290 0.6 -0.2 0.1
C 2.6465 4.5233 0.2608 0.4 0.3 0.0
C 3.5858 4.4442 1.4554 -0.2 -1.1 -0.7
O 3.3571 3.1031 1.8971 0.9 0.0 1.4
C 2.2406 2.5976 1.4133 -0.4 0.3 -2.3
O 1.7823 1.5060 1.5670 0.0 -0.1 0.9
O 1.7518 3.4396 0.4658 -0.6 0.0 0.4
F 3.2525 5.3017 2.4329 0.1 0.1 0.2
H 3.1853 4.3424 -0.6685 -0.1 0.2 0.0
H 2.1482 5.4897 0.2457 -0.3 -0.2 -0.1
H 4.6407 4.4841 1.1910 0.0 0.4 0.4
C -3.4473 -0.1011 -0.8179 1.8 -2.4 0.1
C -3.5356 0.8250 0.3470 -1.3 1.1 -1.5
O -4.8264 0.5450 0.8385 1.1 0.2 1.5
C -5.5688 -0.1053 -0.0933 -0.6 0.8 -1.0
O -6.7421 -0.2422 -0.0255 0.4 -0.5 0.2
O -4.7793 -0.4137 -1.1402 -0.5 0.1 -0.4
F -3.6124 2.0982 -0.2193 0.1 0.3 0.5
H -2.9703 -1.0567 -0.5586 0.0 0.1 0.5
H -2.7990 0.1886 -1.6415 -0.8 0.8 -0.3
H -2.7469 0.8793 1.0868 -0.3 -0.5 0.2
C 6.3493 -0.2509 -1.0395 0.1 -0.9 -1.0
C 5.4825 -0.8124 -2.1640 1.4 0.2 -0.2
O 4.1963 -0.7158 -1.6486 -0.7 -0.1 -0.3
C 4.2735 -0.7168 -0.2918 -0.1 -1.0 0.5
O 3.3832 -0.9719 0.4633 -0.3 0.3 -0.5
O 5.5241 -0.5213 0.0891 0.7 1.0 0.5
F 5.8191 -2.1269 -2.3792 -0.4 0.0 0.1
H 6.6049 0.7869 -1.2540 -0.4 0.2 0.7
H 7.2687 -0.8257 -0.9600 0.0 0.0 0.1
H 5.6156 -0.2990 -3.1152 -0.5 0.0 0.0
C -0.6307 2.4750 -1.2811 0.4 0.0 0.3
N -0.6807 3.9222 -1.5995 -0.2 1.0 -0.6
O -1.7598 4.4690 -1.5549 -0.2 -0.3 0.3
O 0.3337 4.4968 -1.9532 0.4 -0.5 0.2
H -1.2007 2.3413 -0.3686 -0.2 0.0 -0.1
H 0.3983 2.1808 -1.1055 -0.1 0.1 -0.3
H -1.0796 1.9550 -2.1225 0.0 0.0 0.0
C -4.1976 -1.7660 3.2198 -0.1 -0.6 -1.0
N -3.3304 -2.1962 2.0576 -0.1 0.5 0.3
O -3.6574 -3.1559 1.4245 0.1 -0.1 -0.2
O -2.3422 -1.4919 1.8245 0.0 -0.1 0.2
H -5.1298 -2.2933 3.0379 0.0 0.0 0.4
H -4.3508 -0.6975 3.1144 0.2 0.0 0.3
H -3.6723 -2.1145 4.1035 -0.1 0.3 0.2
C -0.4482 -5.6984 -0.8621 1.9 0.1 -0.3
N -1.0307 -4.9753 0.2841 -0.9 0.2 -0.3
O -0.6591 -3.8247 0.4935 0.3 -0.2 0.2
O -1.8517 -5.5578 0.9462 0.1 0.0 0.1
H 0.1631 -6.4782 -0.4067 -0.4 -0.4 -0.1
H 0.2861 -5.0484 -1.3342 -0.3 0.3 0.0
H -1.1260 -6.0707 -1.6211 -0.5 0.0 0.5
C 1.7739 -2.0098 -3.1483 0.9 -0.5 -0.8
N 1.0018 -2.5690 -4.2824 -0.1 0.0 -0.4
O 0.0728 -3.3062 -4.0409 -0.2 -0.2 0.2
O 1.3604 -2.2358 -5.3914 -0.1 0.0 0.0
H 1.4216 -0.9932 -3.0076 -0.1 -0.2 0.5
H 2.7906 -1.9983 -3.5341 0.0 0.3 0.2
H 1.7371 -2.7385 -2.3465 -0.4 0.5 0.4
```
Forces are in eV/Å.

Properties
- frontier orbital gap (Ha) = 0.1115
- HOMO (eV) = -13.2
- charge = +1

***

The following is a quantum chemistry calculation of one molecule with the formula C3H5N3S2, from the OMol25 dataset.

Structure (XYZ):
```
13
Properties=species:S:1:pos:R:3:forces:R:3
N -0.4399 0.0297 0.9346 -1.5 -7.3 2.1
N -0.2686 -0.7487 -0.2302 -0.7 -1.2 0.5
C -1.3412 -1.5950 -0.4328 -0.7 -3.7 -2.0
S -2.8973 -1.2908 0.0604 1.1 -0.4 -0.4
C 1.0271 -0.9448 -0.6876 1.0 1.4 0.7
N 1.9818 -0.1903 -0.2616 1.4 0.2 -0.3
C 2.5243 0.9990 0.2478 -3.2 -0.3 0.3
S 1.4326 2.4647 0.0531 3.4 -2.9 0.4
H -1.4951 -0.3213 1.0780 2.3 1.0 1.2
H -0.6834 0.8668 0.7126 -0.9 7.4 -2.3
H -1.2235 -2.7859 -0.9658 0.4 4.1 1.3
H 1.0991 -1.7949 -1.4355 0.3 1.3 0.8
H 3.5640 0.8641 0.9308 -3.1 0.5 -2.1
```
Forces are in eV/Å.

Properties
- frontier orbital gap (Ha) = 0.2634
- HOMO (eV) = -8.5
- SMILES string = NN(C=S)/C=N\C=S
- ΔE to the lowest compared entry with this formula, charge and spin (kcal/mol) = 124.6